Molecular formula: C6H9NO
Method: DFT, ωB97M-V with the def2-TZVPD basis set

XYZ file:
```
17
Properties=species:S:1:pos:R:3:mulliken_charge:R:1
C -0.03 0.48 -0.22 0.374
C -0.95 -0.66 0.10 0.124
C -2.27 -0.40 -0.75 -0.766
C -2.11 -0.07 0.79 -0.635
C 2.55 0.20 -0.01 -0.513
C 1.84 -0.96 0.42 -0.426
H -0.61 -1.77 0.17 0.443
H -2.86 -1.16 -1.18 0.305
H -2.40 0.60 -1.27 0.222
H -2.58 -0.70 1.38 0.375
H -2.36 1.14 1.04 0.184
H 3.14 -0.07 -0.85 0.292
H 2.48 1.12 0.59 0.297
H 1.13 -0.99 1.21 0.459
H 2.13 -1.88 -0.07 0.183
N 1.17 -0.13 -0.55 -0.347
O -0.06 1.63 0.10 -0.571
```

Summary:
Charge: 0
E_tot in eV: -9900.8506
Energy relative to the best compared isomer or geometry (same formula, charge and spin) in eV: 4.7535
LUMO in eV: 1.05
Structure (SMILES): O=C(C1CC1)N1CC1
Spin multiplicity: 1
Frontier orbital gap in eV: 10.243